1.
Entry from the Open Molecules 2025 dataset: C39H48F3N2O2Se2Zr as an isolated structure at a distorted geometry (ωB97M-V/def2-TZVPD).

The frontier orbital gap is 7.352 eV. The value obtained for the LUMO energy is -4.0 eV. Its charge is +1. As for the multiplicity: 1. The relative energy (zero: lowest compared OMol25 entry of this formula, charge and spin) comes out at 3.9 kcal/mol.

```
97
Properties=species:S:1:pos:R:3:mulliken_charge:R:1
Zr -0.089 0.187 -0.094 0.033
C 7.092 -3.183 -0.182 -2.220
C 5.869 -3.410 -1.065 2.283
C 5.553 -4.912 -1.086 -1.721
C 6.201 -2.948 -2.488 -1.750
C 4.647 -2.643 -0.556 -1.116
C 3.446 -2.727 -1.250 -0.785
C 2.328 -2.085 -0.759 0.623
Se 0.728 -2.066 -1.814 0.106
C 1.251 -0.701 -3.063 0.498
C 2.112 -1.037 -4.095 -0.588
C 2.595 -0.051 -4.947 -1.053
C 2.210 1.259 -4.681 0.037
C 1.336 1.641 -3.662 -0.692
C 0.827 0.613 -2.876 0.658
O -0.124 0.864 -1.878 -0.009
C 0.971 3.118 -3.473 2.491
C -0.538 3.301 -3.671 -1.363
C 1.408 3.605 -2.086 -1.262
C 1.685 4.009 -4.494 -2.415
C 3.512 -0.416 -6.118 2.225
C 3.901 0.808 -6.946 -2.192
C 2.790 -1.416 -7.031 -1.746
C 4.789 -1.064 -5.572 -1.660
C 2.364 -1.374 0.440 1.184
O 1.152 -0.865 0.899 -0.523
C 3.557 -1.184 1.122 -1.066
C 4.668 -1.850 0.589 0.211
C 3.689 -0.285 2.361 2.383
C 3.428 1.175 1.963 -1.260
C 2.709 -0.715 3.462 -1.606
C 5.100 -0.347 2.949 -2.334
H 7.930 -3.762 -0.576 0.436
H 6.925 -3.508 0.848 0.447
H 7.395 -2.133 -0.167 0.408
H 6.417 -5.469 -1.456 0.451
H 4.706 -5.140 -1.737 0.295
H 5.315 -5.278 -0.084 0.406
H 7.082 -3.476 -2.862 0.529
H 6.409 -1.875 -2.514 0.366
H 5.382 -3.149 -3.181 0.329
H 3.380 -3.295 -2.169 0.392
H 2.402 -2.073 -4.232 0.380
H 2.593 2.035 -5.325 0.608
H -1.120 2.793 -2.905 0.043
H -0.850 2.922 -4.647 0.321
H -0.784 4.366 -3.636 0.459
H 0.886 3.106 -1.275 -0.043
H 1.192 4.673 -1.988 0.514
H 2.483 3.472 -1.941 0.287
H 1.390 3.785 -5.523 0.440
H 2.774 3.934 -4.422 0.452
H 1.413 5.047 -4.296 0.459
H 3.029 1.306 -7.379 0.462
H 4.544 0.492 -7.771 0.430
H 4.460 1.541 -6.359 0.398
H 1.857 -0.997 -7.418 0.419
H 2.548 -2.346 -6.508 0.299
H 3.428 -1.670 -7.881 0.442
H 5.310 -0.393 -4.883 0.348
H 5.469 -1.306 -6.394 0.531
H 4.572 -1.991 -5.038 0.296
H 5.607 -1.759 1.113 0.619
H 2.526 1.304 1.369 0.050
H 4.261 1.574 1.378 0.335
H 3.305 1.801 2.850 0.411
H 1.670 -0.535 3.195 0.233
H 2.925 -0.152 4.373 0.472
H 2.820 -1.778 3.693 0.357
H 5.859 -0.010 2.240 0.445
H 5.363 -1.353 3.290 0.448
H 5.149 0.315 3.816 0.451
Se -0.513 2.034 1.649 -0.209
C -2.052 2.587 0.633 0.094
C -2.010 3.752 -0.119 -0.265
C -3.135 4.117 -0.844 -0.472
N -4.269 3.412 -0.872 -0.583
C -4.300 2.306 -0.127 -0.533
C -3.233 1.855 0.639 -0.115
H -1.121 4.367 -0.148 0.431
H -3.114 5.024 -1.440 0.410
H -5.230 1.746 -0.133 0.396
H -3.335 0.963 1.245 0.634
F -5.757 -3.688 1.700 -0.246
C -5.364 -3.603 0.428 0.718
F -5.027 -4.827 0.007 -0.229
F -6.394 -3.176 -0.307 -0.257
C -4.173 -2.672 0.298 0.331
C -4.068 -1.823 -0.788 -0.747
C -2.957 -1.015 -0.886 -0.707
N -1.987 -1.041 0.039 0.616
C -2.093 -1.870 1.094 -0.603
C -3.175 -2.701 1.259 -0.899
H -4.835 -1.778 -1.547 0.551
H -2.824 -0.326 -1.709 0.708
H -1.286 -1.849 1.811 0.683
H -3.236 -3.350 2.121 0.498
```

2.
Entry from the Open Molecules 2025 dataset: C39H48FeO2P2Si as an isolated structure at a distorted geometry (ωB97M-V/def2-TZVPD).

The frontier orbital gap (alpha / beta) is 8.291 / 8.526 eV. The value obtained for the LUMO energy (alpha / beta) is -2.1 / -2.0 eV. Its charge is +1. As for the expectation value of S²: 0.81. As for the multiplicity: 2. The relative energy (zero: lowest compared OMol25 entry of this formula, charge and spin) comes out at 0.0 kcal/mol.

```
93
Properties=species:S:1:pos:R:3:mulliken_spin:R:1
Fe 0.014 0.219 -0.083 1.226
C 1.975 -0.628 0.020 0.004
C 1.910 0.563 0.809 -0.037
C 1.657 1.634 -0.058 -0.041
C 1.424 1.089 -1.377 -0.027
C 1.655 -0.307 -1.301 -0.058
C 1.610 -1.285 -2.434 0.006
C 1.174 1.867 -2.629 0.004
C 1.826 3.071 0.301 -0.002
C 2.194 0.685 2.273 0.018
C 2.343 -2.003 0.468 -0.001
H 2.611 -1.620 -2.712 -0.001
H 1.147 -0.847 -3.318 0.002
H 1.035 -2.177 -2.171 -0.001
H 0.167 1.719 -3.012 -0.001
H 1.867 1.553 -3.411 -0.001
H 1.314 2.935 -2.475 0.000
H 2.845 3.219 0.669 -0.002
H 1.159 3.405 1.092 -0.001
H 1.686 3.728 -0.550 0.000
H 2.726 -0.186 2.650 0.001
H 1.282 0.798 2.864 -0.003
H 2.813 1.561 2.469 0.001
H 3.324 -2.268 0.065 -0.002
H 1.627 -2.736 0.110 -0.002
H 2.387 -2.087 1.552 0.001
O -0.428 -1.624 0.715 0.040
P -1.616 -2.556 0.691 -0.005
C -2.041 -2.850 -1.045 0.002
P -2.374 -1.279 -1.886 -0.001
O -1.406 -0.237 -1.400 -0.045
C -4.091 -0.877 -1.600 -0.001
C -4.427 0.069 -0.639 -0.001
C -5.759 0.387 -0.421 0.000
C -6.751 -0.244 -1.156 0.000
C -6.421 -1.196 -2.111 0.000
C -5.091 -1.511 -2.338 0.000
C -2.188 -1.571 -3.636 0.000
C -2.082 -2.843 -4.191 0.001
C -1.933 -2.990 -5.564 0.000
C -1.892 -1.869 -6.376 0.000
C -2.001 -0.597 -5.828 0.000
C -2.150 -0.443 -4.461 0.001
C -3.072 -1.984 1.547 0.000
C -2.935 -1.005 2.523 0.004
C -4.050 -0.572 3.228 0.002
C -5.290 -1.136 2.975 0.000
C -5.426 -2.141 2.022 0.000
C -4.320 -2.564 1.309 0.000
C -1.210 -4.155 1.375 0.001
C -0.157 -4.871 0.796 0.001
C 0.204 -6.106 1.300 0.000
C -0.483 -6.637 2.386 0.000
C -1.523 -5.931 2.967 0.000
C -1.890 -4.690 2.465 0.000
H -2.848 -3.579 -1.134 0.000
H -1.140 -3.268 -1.505 -0.001
H -3.647 0.547 -0.066 -0.001
H -6.022 1.123 0.326 0.000
H -7.789 0.011 -0.989 0.000
H -7.196 -1.677 -2.691 0.000
H -4.834 -2.241 -3.096 0.000
H -2.119 -3.726 -3.566 0.000
H -1.846 -3.978 -5.994 0.000
H -1.777 -1.985 -7.446 0.000
H -1.972 0.275 -6.467 0.000
H -2.234 0.547 -4.030 0.000
H -1.960 -0.584 2.732 -0.002
H -3.946 0.198 3.980 0.000
H -6.157 -0.798 3.527 0.000
H -6.394 -2.584 1.832 0.000
H -4.436 -3.346 0.568 0.000
H 0.392 -4.458 -0.042 0.000
H 1.020 -6.657 0.851 0.000
H -0.201 -7.604 2.779 0.000
H -2.050 -6.344 3.816 0.000
H -2.699 -4.142 2.929 0.000
C -0.908 4.722 -0.067 0.001
Si -1.905 3.142 -0.102 0.012
C -3.475 3.456 0.875 -0.002
C -2.371 2.909 -1.903 0.003
C -1.000 1.715 0.744 -0.073
H -1.545 5.556 -0.372 0.000
H -0.070 4.690 -0.763 0.000
H -0.520 4.948 0.927 0.000
H -4.120 4.185 0.379 -0.001
H -3.243 3.842 1.870 0.001
H -4.047 2.538 1.013 0.000
H -2.583 3.890 -2.337 0.000
H -3.259 2.294 -2.036 -0.001
H -1.567 2.451 -2.471 -0.001
H -1.743 1.093 1.259 0.006
H -0.329 2.104 1.502 -0.021
```

3.
Entry from the Open Molecules 2025 dataset: C39H48N6O5S3Tl as an isolated structure (ωB97M-V/def2-TZVPD).

The frontier orbital gap (alpha / beta) is 5.563 / 5.802 eV. The value obtained for the LUMO energy (alpha / beta) is 0.9 / 1.0 eV. Its charge is -1. As for the multiplicity: 1. The relative energy (zero: lowest compared OMol25 entry of this formula, charge and spin) comes out at 0.0 kcal/mol.

```
102
Properties=species:S:1:pos:R:3:mulliken_charge:R:1
Tl -0.601 -1.112 -1.930 0.861
C -0.476 -0.159 6.216 -1.587
C -1.809 -0.241 5.454 2.061
C -2.778 -1.156 6.221 -1.817
C -2.435 1.155 5.401 -1.867
C -1.528 -0.792 4.062 -0.934
C -1.503 -0.019 2.949 0.176
C -1.241 -0.571 1.658 -1.259
N -1.137 0.145 0.549 -0.053
C -0.912 1.463 0.481 -1.908
C -0.245 2.198 1.493 0.172
C 0.028 3.528 1.363 -0.935
C -0.467 4.197 0.210 0.096
C -1.092 3.567 -0.830 -0.383
C -1.280 2.121 -0.780 1.671
O -1.778 1.462 -1.720 -0.984
C -1.570 4.345 -2.057 2.476
C -1.245 5.839 -1.967 -2.266
C -0.894 3.809 -3.331 -1.782
C -3.095 4.194 -2.179 -1.845
C 0.890 4.231 2.413 1.830
C 2.266 3.545 2.453 -1.604
C 0.221 4.115 3.790 -1.290
C 1.113 5.713 2.101 -2.350
C -1.158 -2.037 1.485 1.064
O -1.124 -2.532 0.342 -0.883
C -1.105 -2.830 2.724 0.012
C -1.251 -2.190 3.915 -0.101
C -0.970 -4.355 2.671 2.240
C -2.186 -4.938 1.929 -1.724
C 0.321 -4.742 1.944 -1.404
C -0.917 -4.977 4.068 -2.315
H -0.633 0.199 7.236 0.471
H 0.205 0.528 5.712 0.225
H 0.004 -1.138 6.264 0.310
H -3.074 -0.685 7.160 0.469
H -2.326 -2.118 6.464 0.361
H -3.675 -1.339 5.627 0.365
H -2.660 1.495 6.413 0.484
H -3.365 1.141 4.831 0.403
H -1.761 1.886 4.952 0.127
H -1.758 1.031 2.991 1.105
H 0.138 1.643 2.339 1.049
H -0.309 5.263 0.145 0.575
H -0.170 6.010 -1.886 0.409
H -1.744 6.311 -1.118 0.430
H -1.596 6.332 -2.875 0.433
H 0.191 3.924 -3.253 0.372
H -1.237 4.369 -4.204 0.510
H -1.130 2.759 -3.472 0.390
H -3.591 4.617 -1.303 0.371
H -3.366 3.144 -2.265 0.369
H -3.454 4.723 -3.066 0.451
H 2.175 2.494 2.728 0.296
H 2.920 4.033 3.180 0.453
H 2.739 3.597 1.471 0.319
H 0.113 3.070 4.084 -0.062
H -0.773 4.566 3.774 0.316
H 0.822 4.620 4.550 0.505
H 1.606 5.837 1.135 0.464
H 1.759 6.151 2.863 0.433
H 0.173 6.268 2.094 0.409
H -1.209 -2.778 4.821 0.407
H -2.234 -4.548 0.916 0.325
H -3.109 -4.675 2.451 0.343
H -2.110 -6.026 1.882 0.466
H 0.317 -4.345 0.938 0.115
H 0.421 -5.828 1.884 0.501
H 1.191 -4.342 2.469 0.224
H -1.834 -4.788 4.632 0.435
H -0.064 -4.594 4.634 0.398
H -0.801 -6.057 3.974 0.443
S 3.134 -1.783 1.405 -0.237
C 2.585 -0.695 0.448 0.300
S 2.063 0.427 -0.485 -0.018
S 1.626 -3.435 -1.376 -0.216
O 3.806 -4.517 -7.770 -0.528
C 3.067 -3.445 -8.262 -0.495
N 2.551 -2.561 -7.225 -0.085
C 2.889 -1.250 -7.191 0.621
O 3.546 -0.714 -8.070 -0.680
C 2.367 -0.437 -6.039 0.650
C 2.201 0.925 -6.266 -0.411
C 1.726 1.732 -5.252 -0.787
C 1.426 1.141 -4.037 0.195
N 1.601 -0.153 -3.787 0.040
C 2.073 -0.927 -4.765 -0.917
H 3.230 -5.109 -7.261 0.313
H 2.230 -3.785 -8.885 0.295
H 3.737 -2.840 -8.868 0.390
H 2.005 -2.967 -6.481 0.111
H 2.460 1.316 -7.241 0.456
H 1.589 2.794 -5.404 0.464
H 1.020 1.722 -3.216 0.033
H 2.206 -1.971 -4.516 0.380
O 0.269 -3.584 -3.539 -0.664
N 0.987 -4.192 -2.703 0.470
C 1.213 -5.519 -2.921 0.761
C 1.855 -6.338 -1.970 -0.186
N 2.347 -7.066 -1.223 -0.576
C 0.825 -6.046 -4.162 0.101
N 0.533 -6.448 -5.204 -0.617
```

Question: Look up the multiplicity of the first one.
Answer: 1

Question: Which value of charge does entry 1 give?
Answer: +1